Entry from the Open Molecules 2025 dataset: a structure of composition C17H35CuF2NO2S (ωB97M-V/def2-TZVPD).

Atoms and positions in Å:
C -5.584 1.757 2.043
C -5.671 1.235 0.624
C -5.685 -0.262 0.375
C -4.901 -1.104 1.399
C -3.386 -0.999 0.904
C -3.097 -2.026 -0.192
C -1.994 -2.987 0.279
C -0.600 -2.355 0.332
C 0.165 -2.350 -1.002
C 1.666 -2.387 -0.726
C 2.612 -1.897 -1.835
C 3.893 -1.222 -1.303
C 3.872 0.305 -1.400
C 2.704 0.944 -0.623
N 3.103 1.528 0.673
C 3.112 3.004 0.727
C 4.334 3.580 0.000
C 4.058 4.123 -1.382
F 4.800 4.637 0.782
S 2.316 0.689 1.867
O 3.041 -0.500 2.137
O 0.907 0.627 1.630
F 2.532 1.668 3.042
H -4.699 1.390 2.568
H -6.471 1.516 2.629
H -5.489 2.840 2.020
H -4.954 1.750 -0.015
H -6.659 1.508 0.202
H -5.336 -0.390 -0.654
H -6.684 -0.740 0.366
H -4.955 -0.805 2.442
H -5.270 -2.127 1.363
H -3.107 0.009 0.611
H -2.881 -1.252 1.848
H -3.985 -2.603 -0.453
H -2.777 -1.501 -1.095
H -2.250 -3.352 1.276
H -1.981 -3.849 -0.391
H -0.005 -2.884 1.078
H -0.676 -1.324 0.690
H -0.089 -1.457 -1.581
H -0.145 -3.211 -1.601
H 1.873 -1.801 0.172
H 1.946 -3.412 -0.476
H 2.101 -1.228 -2.542
H 2.908 -2.842 -2.376
H 4.020 -1.517 -0.261
H 4.775 -1.569 -1.845
H 3.850 0.652 -2.435
H 4.810 0.652 -0.966
H 2.201 1.699 -1.227
H 1.957 0.180 -0.423
H 2.187 3.398 0.294
H 3.195 3.327 1.754
H 5.127 2.827 -0.013
H 4.990 4.440 -1.846
H 3.417 5.001 -1.305
H 3.597 3.376 -2.031
Cu 3.261 -2.710 -4.128

Forces on atoms 1 to 2 (eV/Å):
C -0.03 0.11 -0.02
C -0.08 -0.01 0.23

Calculated values
⟨S²⟩: 0.753
LUMO level (spin up / spin down) (eV): -8.11 / -10.99
F_max (hartree/bohr): 0.028
HOMO-LUMO gap (spin up / spin down) (eV): 6.51 / 3.63
E_tot (eV): -84671.0130
Multiplicity: 2
Molecular weight (g mol⁻¹): 419.1
Net charge: +2
HOMO energy (spin up / spin down) (eV): -14.620 / -14.620